77
Properties=species:S:1:pos:R:3 method="wB97M-V/def2-TZVPD" total_charge=+1 lumo_energy_ev=-2.31 e_homo_ev=-11.825 e_tot_ev=-58090.776
O 6.6859 0.1523 -3.8786
P 5.9643 -0.7054 -5.0303
O 5.3216 -2.1742 -4.3020
O 7.1486 -1.1344 -6.2328
B 4.4857 0.3376 -5.7070
O 4.0114 1.4383 -4.8016
B 3.5137 2.5874 -5.5830
O 3.5493 3.9181 -4.9175
O 2.9468 2.4176 -6.9680
B 2.6182 0.9480 -6.9906
C 1.0594 0.4295 -6.9245
C 0.7262 0.1527 -5.3235
C -0.0205 -1.3115 -5.0986
F -0.1527 -1.5648 -3.6177
O 3.8226 0.0502 -7.0282
H 4.3788 -2.0013 -3.9682
H 7.0729 -0.5846 -7.0670
H 4.3660 3.9412 -4.3075
H 0.8331 -0.4935 -7.6143
H 0.3751 1.3435 -7.2733
H 0.0014 1.0012 -4.9555
H 1.6754 0.1930 -4.6311
H -1.1185 -1.2749 -5.5325
H 0.6152 -2.2120 -5.5565
C -0.9899 0.5659 -1.6425
C -0.8899 -0.7011 -0.8078
C -2.1684 -1.0120 -0.0333
C -2.4124 -0.1605 1.2153
P -1.5288 -0.5602 2.7032
C -1.7281 -2.3409 2.9761
C -3.1086 -2.9943 2.9465
C -4.0291 -2.7892 4.1523
C -3.3883 -3.0538 5.5041
C -2.2948 0.2012 4.1085
C -2.4282 1.7079 4.2713
C -1.1875 2.4819 4.6947
C -0.3742 1.8496 5.8128
C 0.2373 -0.4067 2.6254
C 1.0336 0.8895 2.5357
C 0.5941 1.9225 1.5010
C 1.5144 1.9901 0.2945
H -1.2253 1.4399 -1.0303
H -0.0396 0.7535 -2.1521
H -1.7675 0.4702 -2.4088
H -0.0310 -0.6432 -0.1463
H -0.6893 -1.5370 -1.4933
H -2.1469 -2.0686 0.2477
H -3.0252 -0.8946 -0.7099
H -3.4742 -0.2837 1.4674
H -2.3138 0.9011 0.9775
H -1.2087 -2.6015 3.9041
H -1.1391 -2.8195 2.1833
H -2.9519 -4.0765 2.8432
H -3.6477 -2.6806 2.0464
H -4.8859 -3.4666 4.0430
H -4.4597 -1.7862 4.1365
H -3.0715 -4.0982 5.5897
H -4.1086 -2.8534 6.3048
H -2.5206 -2.4147 5.6846
H -1.8918 -0.2409 5.0238
H -3.3309 -0.1351 4.0657
H -3.1916 1.8830 5.0421
H -2.8249 2.1425 3.3468
H -1.4962 3.4865 5.0139
H -0.5609 2.6468 3.8232
H -0.9466 1.8208 6.7447
H 0.5349 2.4352 5.9888
H -0.0568 0.8313 5.5714
H 0.5831 -1.0583 1.8181
H 0.6015 -0.9014 3.5371
H 2.0860 0.6250 2.3617
H 1.0437 1.3576 3.5209
H 0.6086 2.9161 1.9632
H -0.4331 1.7541 1.1831
H 2.5053 2.3574 0.5839
H 1.1072 2.6832 -0.4494
H 1.6380 1.0120 -0.1747

***

65
Properties=species:S:1:pos:R:3 method="wB97M-V/def2-TZVPD" total_charge=+2 lumo_energy_ev="-8.57 / -8.27" e_homo_ev="-14.105 / -14.086" relative_energy_kj_mol=96.1 e_tot_ev=-71984.451
Pb 1.0189 0.3234 1.0677
C -3.1511 -2.3558 6.9171
C -2.8025 -2.3296 5.4590
C -3.7948 -2.2565 4.4828
C -3.4739 -2.2434 3.1362
C -2.1363 -2.3051 2.7689
C -1.1208 -2.3916 3.7212
C -1.4644 -2.4003 5.0571
S -1.6987 -2.2737 1.0887
O -0.4385 -2.9177 0.8923
O -2.8189 -2.5716 0.2544
N -1.2839 -0.6298 0.8798
C -2.0948 0.3430 0.5011
C -3.5047 0.2526 0.2858
C -4.1985 1.3949 -0.0535
C -3.5134 2.5914 -0.1909
C -2.1111 2.6022 0.0049
N -1.4305 1.5382 0.3296
H -4.2235 -2.2698 7.0749
H -2.6574 -1.5395 7.4458
H -2.8116 -3.2877 7.3713
H -4.8344 -2.2276 4.7817
H -4.2495 -2.2256 2.3823
H -0.0880 -2.4830 3.4095
H -0.6891 -2.4830 5.8086
H -3.9933 -0.7041 0.3811
H -5.2671 1.3505 -0.2135
H -4.0208 3.5086 -0.4536
H -1.5558 3.5249 -0.1187
S 3.6999 -3.2276 2.1852
C 3.5461 -2.3643 3.6469
C 2.7384 -1.2686 3.5318
C 2.2439 -1.1673 2.2136
C 2.6720 -2.1428 1.3541
C 2.3054 -2.2550 -0.0617
C 2.6933 -3.3095 -0.8739
C 2.2628 -3.3457 -2.1872
C 1.4554 -2.3241 -2.6732
C 1.1185 -1.2980 -1.8188
N 1.5378 -1.2630 -0.5498
H 4.0675 -2.7074 4.5266
H 2.5231 -0.5902 4.3430
H 3.3146 -4.0992 -0.4745
H 2.5496 -4.1679 -2.8285
H 1.0940 -2.3236 -3.6908
H 0.4968 -0.4743 -2.1479
O 9.0250 -0.7898 -1.2701
C 8.8404 0.1662 -0.2701
N 7.6190 0.9386 -0.4752
C 6.4206 0.3975 -0.2008
O 6.2692 -0.6831 0.3470
C 5.1953 1.1862 -0.5949
C 5.0955 2.0460 -1.6775
C 3.8647 2.6223 -1.9705
C 2.7762 2.3113 -1.1826
N 2.8725 1.4824 -0.1334
C 4.0544 0.9402 0.1509
H 8.6671 -1.6332 -0.9757
H 9.6730 0.8646 -0.3081
H 8.7833 -0.2830 0.7204
H 7.6788 1.8160 -0.9628
H 5.9495 2.2488 -2.3115
H 3.7483 3.2940 -2.8087
H 1.7987 2.7313 -1.3843
H 4.1165 0.2570 0.9909

***

16
Properties=species:S:1:pos:R:3 method="wB97M-V/def2-TZVPD" total_charge=0 lumo_energy_ev=0.83 e_homo_ev=-8.288 relative_energy_kj_mol=492.5 e_tot_ev=-9874.956
C -2.1886 0.3094 -0.0824
N -1.3777 0.0312 1.0319
C -0.4036 -0.6910 1.4228
O 0.7400 -1.1056 0.7978
C 1.0195 -0.8216 -0.6017
C 1.6914 0.5286 -0.8072
O 0.8357 1.6340 -0.6576
H -3.0471 0.9263 0.2186
H -1.6849 0.8552 -0.8632
H -2.5093 -0.6808 -0.4300
H -1.2259 -0.9456 2.1670
H 1.7176 -1.6182 -0.8787
H 0.1195 -0.9016 -1.2183
H 2.5364 0.5952 -0.1103
H 2.0805 0.6224 -1.8228
H 0.5010 1.5506 0.2419

***

21
Properties=species:S:1:pos:R:3 method="wB97M-V/def2-TZVPD" total_charge=0 lumo_energy_ev=0.30 e_homo_ev=-8.270 relative_energy_kj_mol=294.2 e_tot_ev=-10978.830
C 0.6204 -2.4737 -0.0146
C 1.2236 -0.0383 -1.6600
N 2.6514 -0.1460 -1.4163
O -0.5487 -2.3732 0.2718
H -1.6617 -1.1677 1.1226
H 2.9787 0.6576 -0.8905
H 2.8649 -0.9721 -0.8661
H 0.9537 -2.9651 -0.9354
H 1.4244 -2.1885 0.6840
H 1.0421 0.8746 -2.2277
H 0.9156 -0.8499 -2.3212
C -2.3119 1.9574 0.7246
C -0.1531 0.7579 1.1680
C -1.4949 0.7484 1.0595
O -2.2389 -0.3665 1.1523
H -2.8197 1.8044 -0.2251
H -3.0776 2.1029 1.4954
H -1.6937 2.8472 0.6715
H 0.3694 1.6971 1.2243
H 0.3515 -0.0658 1.6513
H 0.6045 0.1593 -0.6686

***

54
Properties=species:S:1:pos:R:3 method="wB97M-V/def2-TZVPD" total_charge=+1 lumo_energy_ev="-4.12 / -9.03" s2=0.7571 e_homo_ev="-12.915 / -12.901" multiplicity=2 e_tot_ev=-174521.329
C -0.6945 5.1968 -3.5205
C -0.3468 3.8375 -2.8575
C 0.8300 4.0420 -1.8816
C 2.0297 4.6552 -2.5351
N 2.9536 5.1446 -3.0574
H -0.8323 5.9300 -2.7258
H -1.5463 5.1177 -4.1959
H 0.1805 5.4725 -4.1091
H -0.0368 3.1808 -3.6703
H -1.1927 3.3380 -2.3851
H 1.2169 3.0730 -1.5664
H 0.6080 4.7228 -1.0598
C -3.6891 1.5144 -1.8891
C -3.7168 0.3877 -0.8553
C -2.2408 -0.0271 -0.4659
C -1.2106 0.2099 -1.4936
N -0.3783 0.3760 -2.2814
H -3.1951 1.2666 -2.8286
H -3.1176 2.3699 -1.5291
H -4.7011 1.7873 -2.1882
H -4.2186 -0.5221 -1.1848
H -4.2431 0.5825 0.0792
H -2.2896 -1.1027 -0.2958
H -1.9755 0.3996 0.5014
C 0.6049 -4.6990 2.1679
C 0.2356 -3.9632 3.5224
C -1.0524 -3.1148 3.4558
C -2.2942 -3.8891 3.5054
N -3.2785 -4.5100 3.4849
H 0.0636 -5.6192 1.9480
H 1.6472 -5.0169 2.1892
H 0.5255 -3.9828 1.3500
H 1.0442 -3.2665 3.7434
H 0.2152 -4.6393 4.3771
H -1.0776 -2.5114 2.5484
H -1.1174 -2.4183 4.2917
C 1.1764 1.6385 1.3819
S 0.4559 0.1737 2.1673
O 0.6643 -0.9356 1.1588
C 1.7768 0.0642 3.4889
H 1.6093 1.3992 0.4106
H 1.9603 2.1125 1.9726
H 0.3116 2.2725 1.1863
H 1.6923 -0.8655 4.0516
H 1.8387 0.9483 4.1234
H 2.7497 0.0644 2.9975
Br 2.1609 -4.7188 -1.3974
C 2.0757 -2.7362 -1.1409
C 3.3505 -2.2672 -1.8119
Br 3.6698 -0.3464 -1.3175
H 2.1022 -2.6800 -0.0527
H 1.1318 -2.3080 -1.4783
H 3.3628 -2.3095 -2.9010
H 4.2020 -2.8289 -1.4277

***

56
Properties=species:S:1:pos:R:3 method="wB97M-V/def2-TZVPD" total_charge=0 lumo_energy_ev=-1.41 e_homo_ev=-9.085 e_tot_ev=-163048.594
C -4.6399 3.2339 3.9295
C -4.5149 2.6560 2.6299
C -4.1039 1.9297 1.1807
C -2.7090 2.7097 0.6782
C -2.1829 2.2956 -0.7836
C -0.8125 1.5059 -1.0542
Cl -0.8192 1.7378 -2.9491
O 0.2607 2.4412 -0.5997
S 1.3832 2.7909 -1.7987
O 2.4118 3.7869 -1.1444
O 2.1671 1.3563 -2.1406
C 2.1066 0.3133 -1.1424
P 3.8218 -0.5351 -1.5647
O 4.4051 -0.0287 -3.1212
Cl 5.2393 0.1222 -0.1231
C 0.8448 -0.7218 -1.1175
C 0.8176 -1.5231 -2.5283
N 0.9066 -0.7735 -3.8205
C 1.3535 -1.9789 -0.1208
C 0.8221 -3.5542 -0.3492
C 1.4248 -4.6477 0.6894
C 2.4708 -4.3008 1.8802
N 2.9645 -2.9081 2.0321
C 2.4257 -1.8940 1.0961
C -0.6004 -0.0465 -0.5906
C -0.8221 -0.2410 1.0567
C -0.2008 0.7569 2.1175
C 1.0781 0.3239 3.0409
Br -1.6129 0.8707 3.6232
S -2.1093 -1.0127 -1.2689
O -3.4923 -0.5545 -0.7878
O -2.0984 -2.5249 -0.8087
F -2.2369 -1.0640 -2.9732
H -4.3928 3.7788 4.9611
H -3.9721 0.7987 1.3901
H -4.9657 2.1007 0.3920
H -3.1440 3.8273 0.5849
H -1.9202 2.8386 1.5294
H -3.1325 1.9035 -1.3976
H -1.9950 3.3518 -1.3314
H 2.2185 0.7844 -0.0777
H 4.8778 0.8584 -2.9350
H 1.7851 -2.2317 -2.5681
H -0.0537 -2.3146 -2.6748
H 0.5335 -1.3428 -4.6386
H 1.9143 -0.5437 -3.9597
H 0.0817 -3.8782 -1.1895
H 1.0677 -5.7709 0.5727
H 2.8417 -5.1785 2.5867
H 2.8937 -0.8046 1.2669
H -0.7908 -1.3876 1.3911
H -1.9986 -0.0289 1.1600
H -0.0240 1.8750 1.8603
H 1.1459 -0.8113 3.3117
H 2.0422 0.7578 2.5093
H 1.0386 0.8963 4.0890

***

6
Properties=species:S:1:pos:R:3 method="wB97M-V/def2-TZVPD" total_charge=+1 lumo_energy_ev=-6.35 e_homo_ev=-15.987 relative_energy_kj_mol=95.8 e_tot_ev=-58185.655
O -1.5891 0.2324 -1.0661
P -1.2284 0.4684 0.3045
P 1.7312 -0.0028 -0.4852
Cl 0.6602 1.8389 0.4301
Cl 3.4374 0.0815 0.4029
Cl 0.7244 -1.3354 0.8697